Model P:
{
  "formula": "CH5N2P",
  "method": "ωB97M-V with the def2-TZVPD basis set",
  "symbols": ["C", "N", "N", "P", "H", "H", "H", "H", "H"],
  "xyz": [[-1.968, -0.099, -0.088], [2.087, 0.526, 0.008], [-1.539, -1.110, 0.527], [2.586, -0.914, -0.637], [-1.455, 0.590, -0.836], [-3.050, 0.124, 0.112], [2.033, 1.448, -0.528], [1.879, 0.875, 0.982], [-0.574, -1.441, 0.460]],
  "mulliken_charge": [-0.187, -0.356, -0.511, -0.143, 0.216, 0.223, 0.264, 0.260, 0.236],
  "homo_ev": [-7.5, -7.5],
  "orbital_gap_ev": [6.92, 6.94],
  "charge": 0
}

***

Model Q:
{
  "formula": "CH5N2P",
  "method": "ωB97M-V with the def2-TZVPD basis set",
  "symbols": ["H", "N", "P", "N", "C", "H", "H", "H", "H"],
  "xyz": [[-3.341, -0.889, 0.185], [-2.414, -0.725, 0.023], [-1.632, 0.578, 0.268], [0.146, -0.090, -0.302], [1.458, 0.444, -0.125], [0.055, -0.992, 0.065], [1.584, 1.631, -0.176], [1.979, 0.251, 0.792], [2.167, -0.208, -0.731]],
  "mulliken_charge": [0.246, -0.411, 0.238, -0.455, -0.651, 0.275, 0.233, 0.263, 0.261],
  "smiles": "[H]/N=P/NC",
  "homo_ev": -8.6,
  "orbital_gap_ev": 8.61,
  "charge": 0
}

***

Preferred: model Q; penalty for the next structure: 1.183 eV.

***

Model P:
{
  "formula": "CH5N2P",
  "method": "ωB97M-V with the def2-TZVPD basis set",
  "symbols": ["C", "N", "P", "N", "H", "H", "H", "H", "H"],
  "xyz": [[0.033, -1.691, -0.385], [-0.251, -0.348, -0.253], [0.746, 0.716, 0.340], [-0.060, 2.196, 0.278], [-0.096, -2.017, 0.611], [-0.732, -2.174, -1.043], [1.044, -1.819, -0.690], [0.393, 2.848, 0.829], [-1.077, 2.289, 0.314]],
  "mulliken_charge": [-0.608, -0.312, 0.075, -0.448, 0.266, 0.224, 0.285, 0.244, 0.275],
  "smiles": "C/N=P/N",
  "homo_ev": -8.8,
  "orbital_gap_ev": 9.44,
  "charge": 0
}

***

Model Q:
{
  "formula": "CH5N2P",
  "method": "ωB97M-V with the def2-TZVPD basis set",
  "symbols": ["C", "N", "N", "P", "H", "H", "H", "H", "H"],
  "xyz": [[1.786, -0.501, -0.124], [-2.683, 0.557, -0.138], [-0.201, 0.454, -0.113], [-1.526, -0.456, 0.180], [1.922, -1.039, 0.894], [1.861, -0.888, -1.069], [2.547, 0.297, -0.010], [-3.604, 0.245, 0.083], [-0.103, 1.332, 0.297]],
  "mulliken_charge": [-0.511, -0.545, -0.435, 0.176, 0.260, 0.293, 0.252, 0.238, 0.271],
  "homo_ev": -8.7,
  "orbital_gap_ev": 8.19,
  "charge": 0
}

***

Preferred: model P; penalty for the next structure: 2.911 eV.

***

Model P:
{
  "formula": "C6H15NO2",
  "method": "ωB97M-V with the def2-TZVPD basis set",
  "symbols": ["C", "C", "C", "C", "N", "C", "C", "H", "H", "H", "H", "H", "H", "H", "H", "H", "H", "H", "O", "H", "H", "O", "H", "H"],
  "xyz": [[0.850, -2.512, -1.312], [0.541, -1.804, -0.233], [-0.673, -0.974, -0.083], [-1.056, -0.051, -0.975], [-0.406, 0.240, -2.195], [-1.541, -1.162, 1.128], [-0.995, -0.485, 2.374], [1.747, -3.115, -1.347], [0.259, -2.423, -2.208], [1.195, -1.750, 0.636], [-1.916, 0.573, -0.764], [0.556, -0.081, -2.167], [-0.448, 1.239, -2.358], [-2.612, -1.073, 0.938], [-1.737, -2.208, 1.434], [-1.204, 0.586, 2.313], [0.013, -0.583, 2.773], [-1.622, -0.727, 3.246], [1.318, 1.949, 1.520], [1.723, 2.745, 1.870], [1.730, 1.169, 1.893], [1.146, 3.057, -0.969], [1.082, 2.125, -0.764], [0.891, 3.507, -0.166]],
  "mulliken_charge": [-0.752, -0.408, 0.673, -0.411, -0.587, -1.030, -1.057, 0.273, 0.355, 0.220, 0.319, 0.291, 0.326, 0.506, 0.351, 0.287, 0.272, 0.382, -0.578, 0.281, 0.285, -0.658, 0.357, 0.302],
  "smiles": "C=C/C(=C\\N)CC.O.O",
  "homo_ev": -8.0,
  "orbital_gap_ev": 8.42,
  "charge": 0
}

***

Model Q:
{
  "formula": "C6H15NO2",
  "method": "ωB97M-V with the def2-TZVPD basis set",
  "symbols": ["C", "C", "N", "C", "C", "C", "C", "O", "H", "H", "H", "H", "H", "H", "H", "H", "H", "H", "H", "H", "H", "O", "H", "H"],
  "xyz": [[0.614, 0.309, 2.541], [0.191, 1.482, 1.671], [0.251, 1.196, 0.119], [-1.102, 1.275, -0.409], [0.952, -0.051, -0.237], [2.477, 0.099, -0.178], [0.532, -0.497, -1.644], [-0.455, -1.145, -1.881], [-0.280, -0.229, 2.841], [0.907, 0.672, 3.539], [1.500, -0.286, 2.362], [0.997, 2.239, 1.655], [-0.803, 1.875, 1.867], [-1.736, 0.405, -0.535], [-0.990, 1.628, -1.481], [-1.643, 2.113, 0.012], [0.640, -0.924, 0.373], [2.941, -0.795, -0.541], [2.805, 0.899, -0.863], [2.730, 0.368, 0.831], [1.157, -0.207, -2.504], [-2.864, -2.364, -0.461], [-2.415, -2.068, 0.354], [-2.526, -1.800, -1.178]],
  "mulliken_charge": [-1.191, -0.498, -0.071, -1.122, 0.709, -1.730, -0.388, -0.408, 0.349, 0.390, 0.328, 0.278, 0.432, 0.221, 0.355, 0.493, 0.280, 0.416, 0.377, 0.420, 0.336, -0.626, 0.309, 0.341],
  "smiles": "CCN(C)[C@H](C)C=O.O",
  "homo_ev": -8.8,
  "orbital_gap_ev": 9.62,
  "charge": 0
}

***

Model R:
{
  "formula": "C6H15NO2",
  "method": "ωB97M-V with the def2-TZVPD basis set",
  "symbols": ["C", "C", "C", "C", "C", "C", "N", "O", "O", "H", "H", "H", "H", "H", "H", "H", "H", "H", "H", "H", "H", "H", "H", "H"],
  "xyz": [[0.321, 0.825, 0.724], [-0.130, 0.604, -0.723], [0.967, -1.135, 0.898], [-1.770, -1.265, -0.378], [-1.235, 1.554, -1.190], [2.371, -1.081, 0.358], [-0.444, -0.827, -0.807], [-0.757, 0.904, 1.643], [1.026, 2.056, 0.726], [-1.194, 1.766, 1.531], [1.512, 2.103, 1.556], [-0.211, -1.203, -1.720], [0.758, 0.761, -1.339], [0.519, -2.119, 0.763], [0.884, -0.990, 1.968], [-1.759, -2.352, -0.294], [-1.971, -0.851, 0.608], [-2.566, -0.939, -1.056], [-0.874, 2.576, -1.068], [-2.142, 1.436, -0.598], [-1.495, 1.384, -2.237], [2.900, -0.218, 0.759], [2.375, -0.988, -0.730], [2.917, -1.998, 0.605]],
  "mulliken_charge": [-0.018, 0.245, -0.234, -0.997, -1.809, -1.037, -0.227, -0.525, -0.573, 0.368, 0.344, 0.281, 0.405, 0.327, 0.375, 0.356, 0.301, 0.323, 0.440, 0.404, 0.378, 0.253, 0.259, 0.362],
  "homo_ev": -7.6,
  "orbital_gap_ev": 8.43,
  "charge": 0
}

***

Preferred: model P; penalty for the next structure: 0.325 eV.